1.
Density functional theory data (wB97M-V/def2-TZVPD) for the molecule C4H14N4 at a distorted geometry.

Geometry as XYZ:
```
22
Properties=species:S:1:pos:R:3:forces:R:3
H -1.531760 0.957941 1.201634 0.007 -0.076 -0.008
H 1.202565 1.903180 0.899982 1.656 0.424 0.698
H -2.031398 -0.750021 1.163577 0.469 -0.068 -0.144
H 0.104537 -2.221558 1.812352 -0.051 0.021 0.050
N 1.675433 0.236716 -0.048827 3.070 -1.321 4.564
H 1.534527 -0.051836 -2.111764 -0.050 0.051 -0.179
C -2.813043 0.409825 -0.469614 -0.228 0.053 0.456
H 1.721017 -2.068483 1.134944 -0.046 0.235 0.068
H 2.787163 1.084119 -1.603380 0.021 -0.198 0.402
C 1.768880 0.747021 -1.409401 -1.836 -0.415 0.167
N 1.984993 1.236890 0.882882 -0.133 -0.962 -1.512
H 1.080383 1.591277 -1.559891 0.035 -0.042 -0.242
H -2.535941 1.261193 -1.087077 -0.007 0.092 -0.002
H 0.375716 -2.538610 0.102609 -0.017 0.430 -0.171
N 0.432941 -0.463007 0.788094 3.676 1.683 -5.063
H 2.966067 1.150709 1.122461 -0.751 1.401 0.451
C 0.664276 -1.882250 0.939670 0.127 -0.761 0.094
H -3.750212 0.625089 0.043357 -0.130 0.066 -0.141
N -0.401533 -0.069960 -0.271725 -5.987 -0.592 2.983
H -2.977668 -0.443663 -1.127179 -0.030 -0.068 -0.014
C -1.726079 0.108332 0.550359 0.311 0.193 -2.607
H -0.530866 -0.822905 -0.953062 -0.105 -0.147 0.152
```
Forces are in eV/Å.

Calculated values
* frontier orbital gap: 8.822 eV
* electronic energy: -10329.741 eV
* highest occupied orbital energy: -7.78 eV
* ΔE to the lowest compared entry with this formula, charge and spin: 6.063 eV

These are the natural (NBO) partial charges, in e, on atoms 1 to 2: number 1, H, carries 0.20; number 2, H, carries 0.37



2.
Density functional theory data (wB97M-V/def2-TZVPD) for a structure of composition C37H43IrN3O4PS5.

Geometry as XYZ:
```
94
Properties=species:S:1:pos:R:3:forces:R:3
H 0.517092 -3.844444 3.242904 -0.003 -0.004 -0.001
S 2.459281 -0.070749 3.804940 0.030 0.024 -0.032
C -2.549765 -2.025158 -5.588955 0.014 0.001 -0.013
O -1.764805 0.592106 -0.906279 0.186 -0.235 -0.245
C -0.219271 -1.096349 7.719089 0.012 -0.003 0.001
H 0.581952 -3.988682 -3.797895 -0.004 -0.001 0.011
H 1.751169 -0.274111 7.529152 0.001 0.001 0.002
H -5.083828 3.282199 2.947704 0.016 0.036 -0.013
H -0.973708 4.394650 1.819634 0.007 -0.005 0.006
C -2.181896 3.627259 -2.805281 0.012 0.020 0.014
H -1.790178 -1.860394 2.723731 -0.028 0.026 0.012
N -4.957040 2.907804 2.016015 -0.002 -0.019 0.049
H 0.749908 3.995914 1.859804 0.000 0.006 -0.002
H -2.673569 -0.796274 5.407698 -0.002 0.005 -0.003
S 2.056534 -0.490830 0.923139 -0.165 -0.039 0.148
H -0.590877 4.925137 -0.141261 0.016 -0.008 -0.008
H 1.358086 -5.443534 0.044213 0.002 -0.012 0.024
H -1.166011 -4.312873 2.962982 0.001 -0.002 0.003
O -5.023758 0.305097 2.327329 -0.002 0.010 0.022
H -1.547210 5.622081 -2.273741 0.006 0.001 -0.002
C -1.589547 4.582862 -1.977621 -0.019 -0.004 -0.012
C 1.426657 1.062502 -2.353295 -0.088 0.025 0.040
C -0.258930 3.587277 1.955026 -0.021 -0.009 -0.005
C 0.481937 -4.860360 0.330453 0.028 0.027 -0.020
H -2.605251 3.922982 -3.757690 -0.004 0.002 0.000
H -4.013569 -2.577632 -0.390205 -0.001 -0.006 0.000
H -0.145217 -1.410555 3.037430 0.029 -0.045 -0.006
H -4.206403 -1.693079 -4.251278 -0.001 -0.003 0.001
C -3.204173 -2.087678 0.153260 0.002 -0.004 0.026
C 0.976733 2.563819 -4.048758 0.019 -0.004 -0.011
P -0.454694 -2.206923 0.814435 -0.439 0.260 0.021
C -3.671968 2.229483 1.878042 0.011 0.018 -0.025
C 1.652980 0.915090 5.108005 0.003 0.012 0.025
H -2.103839 -3.896511 0.580682 0.041 -0.020 -0.038
C 1.498587 -3.419767 -3.736761 0.019 -0.012 0.008
H 1.643995 -3.257403 1.237862 -0.008 -0.028 0.014
N 0.503110 1.102517 2.466247 0.128 0.122 -0.034
S -0.843948 -1.997607 -5.474498 -0.023 0.002 0.016
H -0.912869 0.467100 4.262462 0.000 -0.012 0.024
H -2.241855 -1.807386 7.634271 0.000 -0.004 -0.002
C -2.184328 -1.441657 -3.380012 -0.023 0.008 0.002
C 0.889475 -3.393019 0.463262 0.029 -0.061 -0.058
C -2.216277 2.304436 -2.432131 -0.070 0.015 0.018
C -0.478780 2.499483 0.940145 -0.226 0.017 0.085
C 2.794609 -3.974799 -3.917118 -0.020 0.007 0.001
H 2.111619 3.170408 -2.319453 -0.008 0.002 0.009
C -0.518506 -3.515513 3.331544 -0.047 0.009 -0.007
C -1.463979 -1.250794 7.127478 -0.005 0.010 -0.014
H 2.981795 -5.012183 -4.154749 0.002 0.000 -0.002
H -5.050440 3.668886 1.358373 -0.015 -0.026 -0.027
C -1.054497 4.180730 -0.774562 -0.013 -0.005 -0.007
C 1.575512 2.391544 -2.842470 -0.001 0.002 0.009
C -3.136099 -1.718896 -4.399666 0.003 0.011 0.014
H -0.344474 3.177679 2.958058 -0.001 0.002 -0.001
H 1.320210 -3.047579 -0.477552 -0.002 0.023 0.028
H -0.732835 -3.379577 4.392643 0.004 0.002 0.002
O 0.143679 -1.544576 -1.659463 -0.117 -0.195 -0.111
H -0.020530 -1.532048 8.689887 0.000 0.002 0.003
C -3.772989 0.771954 2.284834 -0.160 -0.280 -0.077
H -2.655964 1.550518 -3.072464 -0.004 -0.014 0.010
C -0.897523 -1.547860 -3.811020 0.033 -0.053 -0.061
C 0.777683 -0.385292 7.064923 0.006 -0.045 -0.012
H -2.848550 2.681186 2.432749 0.014 -0.004 0.018
H 0.931623 3.460668 -4.645333 -0.004 0.004 0.004
H 4.842931 -3.186372 -3.864681 0.001 -0.001 0.000
C 1.520635 0.326550 2.384396 0.046 -0.096 -0.047
C -0.712742 0.032657 5.233205 -0.025 0.054 0.025
H -3.391650 2.210765 0.823614 0.063 0.041 -0.022
C 3.778658 -3.046986 -3.765162 0.007 0.005 -0.004
S 3.140704 -1.502261 -3.407801 0.004 -0.003 -0.032
H 0.095089 -5.275403 1.260318 -0.025 -0.006 -0.009
C -0.762379 -2.196291 2.602583 0.141 0.015 0.040
H 2.459136 1.149452 5.803214 -0.021 0.018 0.016
Ir -0.018038 -0.221853 -0.122133 0.428 0.346 -0.302
H -1.675044 -3.156394 -0.967598 -0.012 0.030 -0.010
C -1.942774 -2.942084 0.068451 -0.018 -0.030 0.057
H 1.309332 1.842071 4.653225 -0.003 -0.019 -0.027
C -1.707066 -0.682145 5.883491 -0.005 -0.004 0.013
C 0.694088 0.260864 -3.186402 -0.032 -0.020 -0.036
H -3.027129 -2.286671 -6.519554 -0.004 -0.003 0.002
C -1.075374 2.838416 -0.359893 0.125 0.014 0.013
H -5.602241 1.068731 2.118718 0.004 0.002 0.000
H -3.045809 -1.099467 -0.274790 -0.001 0.001 -0.006
C 0.545522 0.180415 5.815743 -0.003 0.001 -0.016
C 1.523917 -2.084494 -3.459062 0.019 0.051 0.044
C 0.352256 -1.219625 -2.999547 0.142 0.096 0.067
N -0.122181 1.289762 1.226815 0.157 -0.299 0.073
H -2.424417 -1.136946 -2.373436 0.001 0.001 0.011
O -2.826149 0.063589 2.504650 -0.014 0.320 0.180
H -0.267005 -5.000260 -0.447945 0.011 -0.007 -0.011
H 1.894627 0.711004 -1.442745 0.100 -0.018 -0.021
C -1.657247 1.866707 -1.216615 -0.186 -0.015 0.128
S 0.217145 1.130454 -4.588656 -0.024 0.004 0.039
H -3.524632 -1.946995 1.184172 -0.024 -0.030 0.015
```
Forces are in eV/Å.

Calculated values
* frontier orbital gap: 7.469 eV
* electronic energy: -118033.166 eV
* highest occupied orbital energy: -7.53 eV
* ΔE to the lowest compared entry with this formula, charge and spin: 0.331 eV

These are the Löwdin partial charges, in e, on atoms 1 to 2: number 1, H, carries 0.07; number 2, S, carries 0.93



3.
Density functional theory data (wB97M-V/def2-TZVPD) for a cluster of 11 separate species, C25H52O21 in total at a distorted geometry.

Geometry as XYZ:
```
98
Properties=species:S:1:pos:R:3:forces:R:3
O -0.270779 -1.620021 0.461591 0.080 0.087 -0.339
O -3.207335 -2.106582 2.672802 -0.160 0.931 -0.331
C -4.876304 0.366627 -0.436117 -0.590 0.465 0.634
H 1.572959 2.465571 -2.288752 -0.354 0.386 -0.375
C 0.587202 -0.534502 0.896532 -0.397 -0.374 0.466
H 4.665296 0.554685 -1.073885 -0.003 0.186 0.476
H -3.798595 0.484261 -0.328203 0.120 -0.272 -0.284
H -0.806650 2.313117 -5.041135 0.148 0.453 0.080
H 0.779149 -0.721504 1.948719 0.539 0.109 -0.105
H 3.854803 2.355011 0.379255 -0.345 -0.014 -0.028
H -2.740668 -2.753983 -2.952972 -0.077 -0.502 -0.179
H -5.296893 1.311644 -0.770765 -0.078 -0.110 -0.132
O -1.184455 0.201566 -0.383443 -0.001 0.953 0.243
O -5.526741 -1.549186 0.655723 -0.181 -0.224 -0.146
H 0.531860 -2.400840 -4.706302 -0.146 -0.141 0.064
O 1.602916 -0.256447 -5.226803 0.593 -1.471 0.028
H 0.550660 1.222371 -5.302191 -1.962 2.112 0.800
O -5.120618 -2.898194 -1.105305 -0.351 -0.079 0.007
C -1.991476 -2.077638 3.218971 0.397 -0.392 -0.296
C 3.368412 2.244847 -0.598452 0.337 -0.280 0.165
O -1.562124 -1.187387 3.896109 -0.085 0.082 0.066
H -0.127758 0.062641 -4.063110 1.878 -3.822 0.090
C -3.343410 -3.197642 1.758473 0.869 -1.160 0.804
O 1.150519 2.571671 -3.163933 0.439 -0.509 0.337
H 5.779407 1.190385 1.706005 -0.048 0.033 0.088
C -3.268824 -0.864515 -3.911588 -1.899 -1.445 0.158
H 0.416071 0.668977 -2.739605 -1.600 2.332 1.156
H 1.478225 -0.503565 0.274174 -0.049 -0.149 0.209
O -2.531442 -2.751713 -5.043115 0.233 -0.753 -0.201
O -2.501437 -0.562549 -5.055901 -0.090 0.759 0.342
C 0.745541 -1.916843 -3.752023 0.566 0.135 -0.460
C -2.279250 -1.662656 -5.780335 0.177 -0.555 -0.449
H 1.720137 -2.265201 -3.413270 -0.157 -0.382 0.171
H 0.544283 -4.042541 -1.610719 0.102 0.073 0.022
O -5.218037 -0.674618 -1.353184 0.451 0.607 -0.383
H 0.197183 1.559732 0.461688 -0.126 -0.279 -0.512
H -0.075588 4.320513 0.601907 0.087 0.157 -0.235
H -4.151810 -3.799895 2.166133 -0.326 0.115 -0.651
H -0.775351 2.029715 -2.696812 -0.105 0.084 0.222
O 5.012154 -0.900625 3.268958 -0.154 -0.012 0.304
C 0.468981 4.593695 2.433771 0.133 0.468 -0.309
C -3.266131 -2.446428 -3.849139 0.445 1.617 -0.664
H 2.807098 1.285068 4.687815 -0.600 0.208 -0.396
C -0.307012 1.421429 -4.659143 -1.780 3.222 -0.933
H -6.487343 0.275637 1.084539 -0.167 -0.370 -0.274
C 1.012676 3.257541 2.901469 -0.159 0.552 0.079
H 0.091870 1.005733 4.979754 -0.100 0.194 0.486
H 5.022593 2.306504 2.824219 -0.948 -0.038 -0.114
C -2.011040 -3.968608 1.968428 -0.873 -0.341 -0.183
O 1.236181 -0.625374 4.560779 -0.168 0.067 -0.022
H -3.450865 -2.901993 0.719039 -0.280 0.225 0.285
H 2.840883 0.819370 6.310132 -0.182 0.152 0.242
H 1.985616 2.318912 5.898533 0.007 -0.001 0.009
C -5.292463 -1.809924 -0.657682 0.195 -0.475 0.428
C -5.503017 -0.144882 0.870961 0.511 0.734 0.077
H 0.654376 0.018204 6.416653 -0.363 0.413 0.033
H -0.595470 4.734578 2.650359 0.021 -0.355 0.129
H -1.024188 0.608199 -4.794588 -0.413 1.316 -0.481
H 5.073089 0.700942 4.630179 0.054 -0.363 0.143
H -4.872284 0.075585 1.732871 0.037 -0.182 -0.042
H 0.394613 -1.042712 4.312998 0.150 -0.014 0.146
O 1.291321 -3.881769 -1.022223 -0.094 -0.107 0.032
H -2.214814 -4.941527 2.415310 0.253 -0.007 -0.033
H 0.795298 3.195610 3.968252 -0.047 -0.505 -0.051
H -0.904055 0.815630 1.611284 -0.423 -0.173 -0.206
C 0.103504 1.607604 -3.205921 -1.836 3.460 1.116
H 1.893250 3.300138 -0.004085 -0.587 -0.054 -0.197
H 0.955074 5.440171 2.924913 0.215 -0.171 -0.054
H -4.291549 -0.542152 -4.128832 0.102 0.200 0.216
H 3.022377 0.073469 -0.675428 -0.016 0.180 0.055
H 0.908026 -3.432676 -0.261060 0.000 0.053 -0.019
C 0.849127 -0.429442 -4.022984 2.268 -3.717 -0.650
C 3.615094 0.856146 -1.142327 0.735 -0.020 -0.972
H 2.092232 3.172320 2.770986 0.020 0.184 -0.044
H -2.957398 -0.423548 -2.970252 0.620 0.208 -0.288
H -1.463816 -4.090952 1.037869 0.241 0.115 0.106
O 0.660847 4.778696 1.022404 -0.054 -0.256 0.027
H -0.042318 -2.154262 -3.039178 0.065 -0.026 0.166
C 5.508892 0.363801 3.690874 0.332 0.819 -1.143
H 1.269479 0.521174 -5.683916 1.268 -1.273 -0.538
H 1.388801 0.091805 -3.220964 1.310 -1.576 -0.935
O 3.211391 -1.541113 2.078828 0.093 0.139 -0.180
C 3.955096 -0.694506 2.446973 0.015 -0.440 0.356
C -0.328494 0.636516 0.699207 0.073 0.632 0.440
H -4.242734 -2.894481 -4.006463 -0.071 0.084 0.578
H 0.562975 2.458739 2.312018 -0.105 -0.102 0.439
H 3.486820 0.835106 -2.229317 -0.561 -0.031 0.085
O -1.290905 -3.177210 2.900149 0.245 0.351 0.121
C 5.054518 1.258569 2.528653 1.632 -0.410 0.284
C 2.177703 1.295255 5.580057 0.516 -0.399 0.546
C -1.152836 -1.116535 -0.422243 0.189 -1.247 -0.049
O 3.877871 0.613091 2.107929 -0.937 0.482 -0.162
O -1.908758 -1.652010 -6.913524 0.095 -0.091 0.376
O 1.948912 2.461137 -0.495631 0.765 0.425 0.608
O -1.816231 -1.811621 -1.141494 -0.257 0.246 0.173
H 6.596772 0.369435 3.687119 -0.039 -0.332 0.500
H 3.796100 3.025546 -1.237814 0.020 -0.216 -0.146
C 0.913033 0.457680 5.449766 0.697 -0.587 -1.025
```
Forces are in eV/Å.

Calculated values
* frontier orbital gap: 8.865 eV
* electronic energy: -69760.114 eV
* highest occupied orbital energy: -8.90 eV

These are the Löwdin partial charges, in e, on atoms 1 to 2: number 1, O, carries 0.05; number 2, O, carries 0.07



4.
Density functional theory data (wB97M-V/def2-TZVPD) for a cluster of 2 separate species, C3H9INO in total at a distorted geometry.

Geometry as XYZ:
```
15
Properties=species:S:1:pos:R:3:forces:R:3
C -0.489102 -0.123460 -0.547127 -1.149 0.146 -0.290
N 1.931108 0.487554 -0.200252 -2.620 0.068 -2.825
C -1.753184 -0.650567 0.299286 -1.384 0.813 -2.736
H -1.724426 -1.742222 0.554162 0.148 1.161 -0.341
H -1.736388 -0.020499 1.178180 -0.226 -0.110 0.474
H 1.513645 1.192253 -0.961446 0.645 -1.079 2.271
H -0.352681 -0.601670 -1.570460 -0.073 -0.213 1.549
H -0.983779 1.861599 -0.429194 -0.755 0.543 1.033
H 2.543995 0.931725 0.453548 0.386 0.345 0.612
H 2.438761 -0.185991 -0.795572 0.208 0.114 0.590
O -0.517717 1.271181 -0.995899 0.679 -1.786 -0.359
H -2.786818 -0.413127 -0.266622 2.507 -0.648 1.109
C 0.698287 -0.279358 0.390031 -0.531 2.039 2.229
I 1.257174 -2.198931 0.948257 0.152 -0.203 -0.010
H -0.038876 0.471513 1.943109 2.013 -1.189 -3.304
```
Forces are in eV/Å.

Calculated values
* frontier orbital gap: 8.906 eV
* electronic energy: -14884.408 eV
* total charge: +1
* highest occupied orbital energy: -13.82 eV
* ΔE to the lowest compared entry with this formula, charge and spin: 3.508 eV

These are the natural (NBO) partial charges, in e, on atoms 1 to 2: number 1, C, carries -0.05; number 2, N, carries -0.77